Record 1
Here is a structure of composition C51H44MoN5O7P2S2 from the Open Molecules 2025 dataset. Energies are from ωB97M-V/def2-TZVPD.

The geometry in XYZ format:
```
112
C51H44MoN5O7P2S2 | the Open Molecules 2025 dataset | ωB97M-V/def2-TZVPD
Mo -0.427 -1.566 0.241
O 1.237 -1.046 -6.664
C 0.254 -0.785 -5.979
O -0.739 -0.034 -6.150
C 0.222 -1.337 -4.552
C -0.960 -1.861 -4.016
C -1.090 -1.973 -2.663
N -0.113 -1.561 -1.827
C 1.096 -1.254 -2.323
C 1.281 -1.107 -3.681
C 2.175 -1.295 -1.304
C 3.508 -1.194 -1.606
C 4.441 -1.536 -0.628
C 4.000 -1.981 0.595
C 2.638 -1.969 0.855
N 1.747 -1.620 -0.061
C -2.319 -2.429 -1.970
C -3.407 -2.969 -2.632
C -4.564 -3.229 -1.925
C -4.621 -2.881 -0.583
C -3.495 -2.354 0.013
N -2.343 -2.189 -0.649
H -1.768 -2.125 -4.685
H 2.244 -0.827 -4.090
H 3.822 -0.891 -2.596
H 5.500 -1.475 -0.844
H 4.686 -2.286 1.371
H 2.257 -2.254 1.824
H -3.338 -3.181 -3.690
H -5.421 -3.671 -2.419
H -5.519 -3.015 0.005
H -3.510 -2.046 1.045
O 0.473 1.379 4.734
S 2.438 1.162 3.077
O 2.879 0.421 1.864
O 0.111 -0.287 1.534
C 2.481 2.865 2.602
C 2.906 3.784 3.549
C 3.208 5.078 3.148
C 3.114 5.408 1.796
C 2.663 4.466 0.875
C 2.319 3.176 1.266
P 1.604 1.937 0.050
C 3.029 1.617 -1.048
C 2.789 1.077 -2.314
C 3.837 0.727 -3.153
C 5.150 0.884 -2.723
C 5.401 1.384 -1.452
C 4.349 1.747 -0.620
C 0.549 3.081 -0.927
C 0.813 3.550 -2.210
C -0.099 4.371 -2.866
C -1.274 4.756 -2.238
C -1.544 4.303 -0.950
C -0.648 3.457 -0.312
H 3.029 3.480 4.583
H 3.544 5.809 3.872
H 3.391 6.398 1.458
H 2.573 4.745 -0.169
H 1.768 0.922 -2.655
H 3.628 0.336 -4.141
H 5.972 0.614 -3.375
H 6.422 1.498 -1.107
H 4.561 2.130 0.371
H 1.743 3.293 -2.706
H 0.114 4.709 -3.872
H -1.972 5.410 -2.743
H -2.457 4.598 -0.449
H -0.887 3.076 0.678
O 1.548 -4.787 0.983
C 0.480 -4.251 1.066
O -0.144 -3.616 0.065
C -0.314 -4.229 2.379
P -1.037 -2.571 2.512
C -0.052 -1.447 3.555
C 0.571 -1.739 4.696
C 1.107 -0.788 5.669
C 0.983 0.547 5.683
C 0.604 1.084 3.357
C -0.167 -0.113 2.890
C -2.603 -2.727 3.426
C -2.948 -1.840 4.442
C -4.182 -1.948 5.071
C -5.077 -2.938 4.695
C -4.742 -3.823 3.678
C -3.518 -3.711 3.040
H 0.313 -4.507 3.222
H -1.127 -4.950 2.288
H 0.607 -2.780 5.004
H 1.555 -1.207 6.560
H 1.263 1.114 6.562
H 0.175 1.937 2.836
H -1.211 0.226 2.986
H -2.255 -1.072 4.762
H -4.440 -1.255 5.861
H -6.034 -3.022 5.193
H -5.435 -4.601 3.383
H -3.278 -4.398 2.236
C -1.390 2.023 -3.669
N -1.394 1.411 -2.326
C -2.379 0.892 -1.605
S -2.084 0.677 0.100
N -3.563 0.554 -2.122
C -3.999 0.512 -3.520
H -0.690 2.857 -3.630
H -2.365 2.430 -3.906
H -1.063 1.330 -4.450
H -0.570 1.577 -1.764
H -4.237 0.293 -1.420
H -4.434 1.454 -3.845
H -4.757 -0.265 -3.604
H -3.172 0.250 -4.175
```

Results
LUMO (spin up / spin down)   -3.3535 / -3.8005 eV
Net charge   +1
2S+1   3
<S²>   2.014
HOMO energy (spin up / spin down)   -10.21 / -10.21 eV

Atomic partial charges in e from the Mulliken method, atoms 1 to 99: -1.4806, -0.6927, 0.1336, -0.7147, -0.7403, -0.3472, -0.0796, 1.1708, -0.4436, -0.0350, 0.0766, -0.1710, -0.8946, -1.2893, -0.6174, 0.8284, 0.1696, -0.8003, -0.8145, -1.2749, -0.7464, 1.1335, 0.4083, 0.6790, 0.8349, 0.5309, 0.4987, 0.4619, 0.5588, 0.4793, 0.5471, 1.1574, -0.5097, -0.3518, -0.1099, 3.0725, 1.0283, -0.3048, -0.7797, -0.9013, -0.5444, -0.2600, 1.4638, 0.9218, -1.7922, -1.1462, -0.7436, -1.1385, -0.4207, -0.8083, -0.1135, -0.3584, -0.6103, -0.9672, -0.2219, 0.4761, 0.4176, 0.4580, 0.4404, 1.0161, 0.9036, 0.4043, 0.4773, 0.4248, 0.5667, 0.5727, 0.4340, 0.4965, 0.4211, -0.6184, 0.2279, -0.2122, -0.9511, 2.5501, -0.8576, 0.1045, -0.9154, -0.4650, -0.6509, 0.2423, 0.8919, -0.7509, -0.8572, -0.5639, -0.9060, -0.3770, 0.5708, 0.4559, 0.4792, 0.4141, 0.5592, 0.3671, 0.2829, 0.3204, 0.4531, 0.4016, 0.4594, 0.3242, -0.6330



Record 2
Here is a cluster of 2 separate species, C2H2F2N2 in total from the Open Molecules 2025 dataset. Energies are from ωB97M-V/def2-TZVPD.

The geometry in XYZ format:
```
8
C2H2F2N2 | the Open Molecules 2025 dataset | ωB97M-V/def2-TZVPD
C 0.358 0.056 -0.641
C 0.135 0.526 0.619
N 1.207 -0.752 -1.098
N -0.054 1.094 1.657
F -0.736 0.566 -1.290
F -1.192 -1.239 0.435
H 1.011 -1.042 -1.996
H -0.729 0.791 2.314
```

Results
LUMO (spin up / spin down)   -1.9014 / -1.9009 eV
HOMO energy (spin up / spin down)   -10.56 / -10.57 eV

Need the Mulliken charges? In units of e they are: 0.6719, 0.4119, -0.5489, -0.3299, -0.1896, -0.6535, 0.2881, 0.3499



Record 3
Here is a cluster of 2 separate species, CH6NO in total from the Open Molecules 2025 dataset. Energies are from ωB97M-V/def2-TZVPD.

The geometry in XYZ format:
```
9
CH6NO | the Open Molecules 2025 dataset | ωB97M-V/def2-TZVPD
O -0.332 0.499 0.476
C -0.959 0.621 1.497
H -0.475 0.936 2.427
H -2.033 0.411 1.554
N 0.983 -0.816 -1.500
H 0.399 -0.745 -2.339
H 1.153 -1.792 -1.256
H 1.896 -0.417 -1.728
H 0.522 -0.250 -0.747
```

Results
LUMO   -3.8542 eV
Net charge   +1
HOMO energy   -15.02 eV

Need the Mulliken charges? In units of e they are: -0.4906, -0.0438, 0.2410, 0.2410, -0.4724, 0.3977, 0.3804, 0.4005, 0.3462